Density functional theory data (ωB97M-V with the def2-TZVPD basis set) for a 3-piece molecular cluster, C24H55BN4O4Si overall.

Positions of all 89 atoms, in Å:
C -4.5305 -1.9406 -4.7632
O -4.0389 -0.7002 -5.2286
C -4.1487 0.3433 -4.2726
C -2.9920 0.3422 -3.2579
C -3.4209 0.5955 -1.7973
Si -2.4842 -0.4749 -0.5655
N -2.6109 -2.1419 -1.1095
B -3.3562 -0.2777 1.2711
O -4.6236 -0.8677 1.3981
N -2.8439 0.4512 2.3808
C -3.7162 1.5103 2.9042
C -1.4379 0.8572 2.3223
H -3.8793 -2.7384 -5.1204
H -5.5404 -2.1190 -5.1460
H -4.5649 -1.9822 -3.6700
H -4.1690 1.2682 -4.8487
H -5.1088 0.2496 -3.7492
H -2.2888 1.1237 -3.5464
H -2.4348 -0.5871 -3.3839
H -3.2512 1.6448 -1.5413
H -4.4990 0.4359 -1.6883
H -1.0501 -0.0506 -0.6155
H -1.7944 -2.6888 -0.8634
H -2.7124 -2.2168 -2.1153
H -5.3655 -0.3168 1.1091
H -3.1122 2.2264 3.4584
H -4.2580 2.0475 2.1184
H -4.4528 1.1035 3.5981
H -1.1320 1.2258 3.3023
H -1.2440 1.6553 1.5957
H -0.8109 -0.0059 2.1123
C 1.2684 -3.8012 -5.4813
C 0.4576 -2.4940 -5.4768
C 0.5404 -1.7875 -6.8352
C 1.8931 -1.1347 -7.1089
C 2.2954 -0.2047 -5.9669
C 2.2747 -0.8880 -4.5960
N 0.9395 -1.5492 -4.4097
O 0.0320 -0.7238 -4.0350
C 3.4280 -1.8881 -4.4702
C 2.4510 0.1425 -3.4865
C -0.9941 -2.8468 -5.1730
H 1.6454 -4.0343 -4.4861
H 0.6223 -4.6226 -5.7897
H 2.1095 -3.7806 -6.1718
H -0.2391 -1.0205 -6.8725
H 0.3025 -2.5190 -7.6121
H 2.6630 -1.8935 -7.2742
H 1.8311 -0.5608 -8.0353
H 3.2975 0.1987 -6.1335
H 1.6088 0.6469 -5.9409
H 3.3373 -2.4656 -3.5494
H 4.3644 -1.3308 -4.4297
H 3.5029 -2.5800 -5.3032
H 1.7143 0.9380 -3.5541
H 3.4472 0.5793 -3.5730
H 2.3595 -0.3253 -2.5056
H -1.0853 -3.2993 -4.1832
H -1.3342 -3.5687 -5.9178
H -1.6379 -1.9725 -5.2200
C 3.6271 0.5612 5.5647
C 2.4213 1.4017 5.1080
C 2.7605 2.8970 5.1227
C 2.8535 3.4921 6.5264
C 1.5954 3.1917 7.3382
C 1.2513 1.6995 7.3895
N 1.2223 1.1712 5.9842
O 0.1152 1.4232 5.3882
C 2.2529 0.9400 8.2652
C -0.1275 1.4934 8.0052
C 2.0671 0.9603 3.6925
H 3.3047 -0.3623 6.0440
H 4.2243 0.2899 4.6948
H 4.2847 1.0932 6.2496
H 1.9891 3.4322 4.5605
H 3.7009 3.0370 4.5833
H 3.7409 3.1200 7.0453
H 2.9814 4.5732 6.4475
H 1.7037 3.5541 8.3637
H 0.7494 3.7282 6.8981
H 2.0856 -0.1355 8.1959
H 2.1003 1.2401 9.3023
H 3.2915 1.1421 8.0231
H -0.8905 2.0690 7.4890
H -0.0934 1.8135 9.0476
H -0.4123 0.4413 7.9734
H 1.7718 -0.0897 3.6711
H 2.9465 1.0848 3.0587
H 1.2592 1.5516 3.2711

Properties
Orbital gap (spin up / spin down)   8.85 / 8.72 eV
LUMO energy (spin up / spin down)   0.72 / 0.50 eV
Electronic energy   -1781.71271 hartree
Multiplicity   3
Highest occupied orbital energy (spin up / spin down)   -8.1 / -8.2 eV
Total charge   0

Results of the Löwdin charge analysis, in e, for atoms 1 through 5: number 1, C, carries -0.107; number 2, O, carries -0.200; number 3, C, carries -0.224; number 4, C, carries -0.231; number 5, C, carries -0.288